Record 1
Computed, not measured: the molecule C4H9NO, with ωB97M-V/def2-TZVPD.

The geometry in XYZ format:
```
15
Properties=species:S:1:pos:R:3:forces:R:3:lowdin_charge:R:1
C -1.8984 0.8216 0.4554 0.00 0.16 -0.07 -0.1387
C -0.8172 -0.0780 -0.1255 0.66 1.71 -1.24 -0.2353
C 0.6718 0.6655 -0.0763 -2.65 -1.69 0.95 -0.1927
N 1.6959 -0.2171 -0.5131 0.98 -2.03 -0.38 -0.0217
C 1.7811 -1.5117 0.0442 -0.35 1.67 0.20 -0.3351
O 2.6384 -2.3229 -0.2209 -0.96 0.31 0.17 0.0297
H -1.8410 1.8302 0.0332 0.04 -0.06 0.10 0.0698
H -2.8942 0.4411 0.2075 0.11 -0.01 0.19 0.0705
H -1.8009 0.9004 1.5423 -0.11 0.02 -0.09 0.0718
H -0.9987 -0.1813 -1.2008 -0.06 0.02 -0.05 0.0953
H -0.9851 -1.0979 0.2381 0.92 0.25 0.40 0.0889
H 0.8371 0.9273 0.9718 0.12 0.28 -0.10 0.1075
H 0.6700 1.5705 -0.6869 -0.24 -0.19 0.12 0.1175
H 2.0233 -0.1692 -1.4712 0.14 0.21 0.29 0.1360
H 0.9179 -1.5787 0.8021 1.39 -0.65 -0.50 0.1365
```
Forces are in eV/Å.

Computed properties:
Spin multiplicity: 1
Calculated total energy, eV: -7831.05058
Energy relative to the best compared isomer or geometry (same formula, charge and spin), kJ/mol: 122.5
Gap between HOMO and LUMO, eV: 10.4

Record 2
Computed, not measured: the molecule C4H6ClI, with ωB97M-V/def2-TZVPD.

The geometry in XYZ format:
```
12
Properties=species:S:1:pos:R:3:forces:R:3:lowdin_charge:R:1
C -1.0584 -0.6848 -0.3999 0.54 0.50 -1.47 -0.3598
C -0.2653 -1.5885 0.1562 -0.61 0.03 0.50 -0.8771
C -2.5638 -0.7413 -0.5319 -0.64 1.04 0.60 -0.1441
C 3.7846 -2.3294 1.0813 -1.14 -0.05 -1.14 -0.5158
Cl -1.0579 -2.8488 1.0600 0.73 -0.44 0.10 0.5509
I 2.2328 -1.5896 -0.0587 -0.03 -0.28 0.17 1.1383
H -0.5944 0.1645 -0.9435 -0.09 -0.58 0.40 0.0941
H -2.9971 -1.3991 0.2842 0.22 0.51 -1.63 0.0527
H -2.9072 0.2904 -0.2982 0.03 -0.47 0.08 0.0672
H -2.9409 -0.8410 -1.6052 0.61 -0.65 1.49 0.0971
H 3.9875 -1.6484 1.8955 0.22 -0.61 0.34 -0.0652
H 3.8268 -3.4362 1.0493 0.16 1.00 0.54 -0.0383
```
Forces are in eV/Å.

Computed properties:
Spin multiplicity: 1
Calculated total energy, eV: -24863.21331
Energy relative to the best compared isomer or geometry (same formula, charge and spin), kJ/mol: 372.7
Gap between HOMO and LUMO (alpha / beta), eV: 7.5 / 7.7

Record 3
Computed, not measured: a 17-piece molecular cluster, C75H104N18O overall, with ωB97M-V/def2-TZVPD.

The geometry in XYZ format:
```
198
Properties=species:S:1:pos:R:3:forces:R:3:lowdin_charge:R:1
C 0.0456 -14.6255 -22.7396 -1.36 -0.24 2.17 -0.0498
C 0.3236 -16.0650 -22.3597 1.36 0.41 0.41 -0.1554
N 0.3612 -16.9637 -23.4942 0.10 0.81 -1.30 -0.0188
C 0.8543 -16.5528 -24.7333 -0.28 -0.66 0.91 -0.0106
C 0.8879 -17.6517 -25.4858 -0.05 -2.40 -1.74 -0.0100
N 0.3547 -18.7181 -24.7441 1.04 -0.59 -1.03 -0.0368
C 0.0662 -18.2574 -23.5553 -1.00 0.81 2.16 -0.0585
C 0.4247 -20.2054 -24.9622 -1.52 0.38 -0.67 0.0380
H 0.1136 -14.0704 -21.7723 0.69 0.05 -0.99 0.0988
H -0.9654 -14.4287 -23.0220 -1.06 -0.38 -0.40 0.0517
H 0.6083 -14.2899 -23.5589 1.32 0.84 -0.44 0.0469
H -0.3757 -16.4489 -21.6480 -0.50 -0.21 0.45 0.1052
H 1.3356 -16.0649 -21.8799 -0.71 -0.37 -0.36 0.1208
H 1.0873 -15.5431 -24.9576 0.29 0.33 -0.09 0.1156
H 1.2070 -17.9159 -26.5077 -0.17 0.74 0.74 0.1434
H -0.4497 -18.7358 -22.6902 0.74 -0.09 -0.80 0.1513
H 1.4244 -20.5898 -24.9176 0.62 0.19 -0.03 0.0857
H -0.1282 -20.6135 -25.8527 0.52 1.04 0.63 0.0992
H -0.0834 -20.5538 -24.0849 -0.10 -0.78 0.42 0.0500
C -3.3398 -19.8549 -21.1701 -1.34 1.18 -0.10 -0.0307
C -2.6732 -19.4287 -19.8627 0.46 0.64 -0.85 -0.5152
C -3.3847 -20.0325 -18.6654 -0.03 -0.36 -0.97 -0.1330
C -2.6532 -19.7387 -17.3897 -1.12 0.80 0.81 -0.2061
C -1.3183 -20.3756 -17.3360 0.43 0.23 0.10 -0.1274
C -0.5219 -20.0087 -18.6002 1.28 -0.91 0.94 -0.4568
N -1.3473 -20.0272 -19.8281 -0.47 -0.26 0.19 -0.0463
O -0.6653 -19.6037 -20.9891 0.03 1.22 1.07 -0.1097
C 0.6429 -20.9812 -18.7584 -0.44 -0.88 -2.81 -0.0076
C 0.1670 -18.6892 -18.3301 -2.18 1.54 -0.95 -0.0256
C -2.7507 -17.8742 -19.9077 0.48 0.32 0.60 -0.0261
H -3.0132 -19.2382 -22.0640 -0.21 -0.77 1.07 0.0750
H -4.4360 -19.5966 -20.9766 1.10 -0.75 -0.69 0.1109
H -3.1486 -20.9057 -21.3424 -0.25 -0.29 -0.21 0.0663
H -3.4852 -21.1163 -18.8912 0.11 0.49 0.46 0.1115
H -4.3701 -19.6093 -18.6190 -0.74 0.16 0.08 0.1132
H -3.2855 -20.0886 -16.5802 -0.15 -0.08 0.39 0.1012
H -2.6022 -18.6446 -17.2813 0.03 -0.12 0.08 0.0919
H -1.5008 -21.4134 -17.1637 0.06 -1.20 -0.66 0.0992
H -0.7300 -20.1282 -16.4234 -0.18 0.41 -0.66 0.1135
H 1.0968 -20.7049 -19.7365 0.30 -0.13 0.78 0.0688
H 0.4115 -22.0544 -18.9603 -0.37 0.79 0.51 0.0779
H 1.3578 -20.8819 -17.9802 0.62 0.08 0.76 0.0653
H 0.4616 -18.2940 -19.2915 0.65 0.20 -0.24 0.0667
H 0.9160 -18.6726 -17.5847 0.92 -0.42 0.35 0.0402
H -0.5928 -17.9716 -17.9849 0.07 0.09 0.10 0.0610
H -3.7688 -17.5065 -19.9599 -0.54 -0.29 -0.13 0.0722
H -2.2305 -17.3712 -20.7417 0.08 -0.66 0.21 0.0603
H -2.3799 -17.4437 -18.9875 0.33 0.23 0.25 0.0469
N -3.7181 -11.0127 -20.4457 -0.31 -0.41 0.82 0.0017
C -4.7852 -11.2516 -19.5811 2.02 -1.98 -1.80 -0.1032
C -4.7826 -12.6064 -19.3778 -0.38 -0.64 0.59 -0.1047
C -3.6482 -13.1724 -20.0552 -0.71 0.64 0.49 -0.1282
C -3.0035 -12.1679 -20.7107 -0.72 0.90 0.32 -0.1320
H -3.6505 -10.1537 -20.9285 0.51 0.73 -0.35 0.1265
H -5.3450 -10.4519 -19.2362 -1.19 1.10 0.48 0.0864
H -5.5088 -13.1986 -18.8004 0.54 0.56 -0.20 0.1006
H -3.3190 -14.1659 -19.9170 0.28 -0.89 -0.16 0.0715
H -2.0590 -12.1230 -21.2207 -0.03 -0.08 -0.25 0.1020
N -4.9773 -24.5687 -19.7535 0.01 0.31 -0.28 0.0047
C -4.0684 -23.5962 -20.1880 -0.99 -1.12 0.29 -0.1250
C -2.8436 -23.9326 -19.6619 -0.58 -0.60 0.98 -0.0875
C -3.0198 -25.1311 -18.8600 -2.36 1.50 -1.97 -0.0863
C -4.3734 -25.4806 -18.9741 2.66 0.77 0.41 -0.1452
H -5.9510 -24.6628 -19.9868 0.07 0.42 -0.18 0.1471
H -4.5026 -22.8418 -20.8253 0.60 0.24 -0.01 0.0994
H -1.9436 -23.3556 -19.6426 0.34 0.22 -0.49 0.0782
H -2.2686 -25.6205 -18.3436 1.24 -0.88 0.98 0.0579
H -4.8805 -26.1793 -18.3791 -0.81 -0.97 0.21 0.1002
N -5.0250 -16.0561 -14.7299 -1.36 -1.40 0.56 0.0561
C -5.6744 -16.6165 -13.6666 -0.88 -1.18 -0.69 -0.1451
C -6.3466 -17.7537 -14.1025 1.13 0.25 -0.74 -0.1082
C -5.9956 -17.9376 -15.5013 -0.20 1.71 1.73 -0.0824
C -5.2440 -16.8150 -15.8145 -0.56 -1.79 -0.67 -0.1484
H -4.4055 -15.3039 -14.7098 1.00 1.49 0.13 0.0727
H -5.6344 -16.2679 -12.6724 0.19 0.69 0.68 0.0964
H -6.9397 -18.4085 -13.4882 -0.06 -0.01 0.06 0.0893
H -6.3458 -18.6997 -16.1546 -0.09 -0.30 -0.41 0.0712
H -4.9223 -16.5612 -16.7851 0.66 0.47 -0.71 0.0968
N 2.9335 -17.4596 -20.3207 1.64 0.59 -0.75 0.0425
C 2.5961 -18.3985 -21.2714 -0.08 0.87 0.35 -0.1488
C 3.3058 -18.1366 -22.4087 0.42 0.85 0.90 -0.1065
C 4.1641 -17.0178 -22.1133 0.30 -0.63 -1.83 -0.1194
C 3.9782 -16.6468 -20.8392 -1.73 -0.68 1.70 -0.1364
H 2.6249 -17.3724 -19.3643 -0.13 -0.39 -0.07 0.1159
H 1.8330 -19.1189 -21.0927 -0.35 -0.35 0.21 0.0699
H 3.2878 -18.6793 -23.3194 -0.11 -0.39 -0.55 0.0835
H 4.8376 -16.5926 -22.8490 0.08 0.02 0.36 0.0934
H 4.4750 -15.9639 -20.1695 -0.04 0.17 -0.24 0.1029
N 3.3090 -24.1319 -15.8533 1.82 0.93 -0.70 0.0396
C 3.3009 -23.3738 -14.7163 -0.65 -0.09 1.03 -0.1683
C 4.5540 -22.7684 -14.5158 -1.12 -0.57 -0.38 -0.1106
C 5.3222 -23.1874 -15.6420 0.81 1.19 -0.81 -0.1273
C 4.5153 -23.9153 -16.4841 0.12 -0.70 1.55 -0.1242
H 2.6500 -24.7740 -16.2643 -0.64 0.36 0.37 0.1099
H 2.3534 -23.3181 -14.1574 0.82 -0.06 -0.12 0.0835
H 4.8194 -22.0814 -13.6927 -0.18 -0.63 -0.71 0.1037
H 6.3334 -22.8561 -15.9555 -0.81 -0.32 0.58 0.1020
H 4.8034 -24.4634 -17.3435 -0.02 -0.23 -0.72 0.1008
N -4.3488 -23.2646 -16.6226 -0.60 -0.05 -0.17 0.0507
C -4.4285 -23.3764 -15.2580 -0.20 0.12 -0.13 -0.1500
C -5.4459 -22.5515 -14.8021 1.46 -1.14 0.46 -0.1240
C -6.0144 -21.9404 -15.9179 -0.81 0.67 -0.16 -0.1379
C -5.3814 -22.3940 -17.0285 1.93 -1.37 -0.55 -0.1313
H -3.7390 -23.8513 -17.2568 -1.07 1.04 0.90 0.1199
H -3.7992 -24.0495 -14.6905 0.02 0.12 -0.26 0.0911
H -5.6776 -22.4651 -13.7586 -0.31 0.22 0.15 0.0874
H -6.8182 -21.2314 -15.8714 -0.22 0.10 -0.22 0.0844
H -5.4803 -22.2853 -18.0927 -0.32 0.46 0.00 0.0894
N 2.8186 -20.2866 -15.7242 0.13 1.14 0.87 0.0600
C 3.7032 -19.3526 -16.1824 -0.26 -0.13 -0.93 -0.0938
C 3.0516 -18.1378 -16.1580 1.41 1.13 0.74 -0.1132
C 1.8352 -18.3380 -15.5025 0.16 -0.54 0.69 -0.1507
C 1.7732 -19.6524 -15.1650 -0.55 1.07 -1.10 -0.1624
H 2.9171 -21.2399 -15.5432 1.06 -1.71 -0.03 0.0778
H 4.6899 -19.6367 -16.4975 0.02 0.00 -0.20 0.1110
H 3.4948 -17.1353 -16.1858 -0.02 -0.59 -0.76 0.1044
H 1.1152 -17.6363 -15.2106 -0.74 1.07 0.24 0.0731
H 1.0204 -20.0901 -14.6011 -1.11 -1.29 0.63 0.0728
N -0.9450 -21.9264 -12.8920 1.74 -0.89 0.02 0.0486
C -1.9817 -22.7823 -13.0086 1.03 -1.63 0.54 -0.1284
C -1.5014 -24.0844 -12.8113 -0.77 1.17 -0.71 -0.1101
C -0.0945 -23.9418 -12.6480 0.48 -1.96 0.33 -0.1644
C 0.2578 -22.6488 -12.6924 -1.12 2.25 -0.22 -0.1280
H -0.9851 -20.9347 -12.8906 -0.28 0.77 -0.16 0.0869
H -2.9589 -22.4985 -13.2857 -0.74 0.59 0.02 0.0760
H -2.1535 -24.9612 -12.9069 0.69 0.29 0.24 0.1003
H 0.6429 -24.7213 -12.5073 -0.23 -0.14 0.00 0.1029
H 1.2294 -22.1389 -12.6319 -0.75 -0.33 0.12 0.1125
N 0.5216 -21.7289 -22.1349 -0.48 1.48 0.19 -0.0854
C 0.0360 -22.9878 -21.9213 1.27 0.53 -0.40 -0.2364
C 1.1113 -23.8429 -21.7444 0.62 -1.76 0.60 -0.1720
C 2.3009 -23.0358 -21.7475 -0.17 -1.17 -0.29 -0.1620
C 1.8951 -21.7505 -22.0300 -0.79 -0.87 0.46 -0.2511
H -0.4011 -20.4411 -21.4089 0.95 -1.27 -0.85 0.0208
H -1.0307 -23.1752 -21.9088 0.13 -0.08 -0.15 0.0689
H 1.0732 -24.9712 -21.6336 0.03 1.60 -0.01 0.0880
H 3.3303 -23.3764 -21.6070 -0.43 0.07 -0.07 0.0724
H 2.5688 -20.9040 -21.9940 -0.44 0.25 -0.34 0.0635
N -3.2121 -19.8328 -25.5719 0.09 -0.37 0.90 0.0076
C -3.1227 -21.2047 -25.4690 -0.99 0.63 1.33 -0.1436
C -2.8096 -21.6794 -26.6776 0.38 0.88 -1.88 -0.1182
C -2.6363 -20.5589 -27.5899 0.14 -0.38 0.94 -0.0812
C -2.8872 -19.4340 -26.8285 0.05 -1.46 -0.38 -0.1503
H -3.6551 -19.2558 -24.8738 0.25 0.03 -0.13 0.1160
H -3.3727 -21.7077 -24.5352 0.12 0.18 -0.40 0.1175
H -2.7967 -22.6846 -26.9732 0.33 -1.18 -0.15 0.0795
H -2.2857 -20.6470 -28.6191 -0.28 0.28 0.43 0.0918
H -2.8306 -18.4111 -27.0153 -0.02 1.40 -0.60 0.0791
N -4.0223 -14.6150 -23.5164 0.58 -0.72 -0.15 0.0346
C -3.6686 -15.8751 -23.0762 -1.55 0.20 1.88 -0.1328
C -3.1497 -16.5963 -24.1205 1.21 -1.29 2.06 -0.1283
C -2.9817 -15.6851 -25.1469 -1.09 0.77 -1.38 -0.1311
C -3.6176 -14.5112 -24.7830 1.39 0.90 -2.65 -0.1572
H -4.3305 -13.8044 -23.0316 -0.33 0.05 0.96 0.1300
H -3.9513 -16.1359 -22.0468 0.33 -0.11 -0.70 0.1035
H -2.7374 -17.6322 -23.9868 -0.53 1.29 -0.38 0.0864
H -2.6536 -15.8948 -26.1336 0.41 -0.07 -0.61 0.0794
H -3.6738 -13.5972 -25.4305 -0.21 -0.96 1.12 0.1309
N -3.2884 -18.5919 -13.3101 -0.31 -0.08 0.65 0.0611
C -3.0195 -18.1213 -12.0492 0.15 0.01 -0.27 -0.1129
C -1.6390 -18.0512 -11.8755 -2.35 0.12 -0.67 -0.0780
C -1.1179 -18.5119 -13.1137 2.97 0.01 0.60 -0.1699
C -2.1280 -18.8635 -13.9476 -0.70 0.60 0.99 -0.1482
H -4.1974 -18.6508 -13.7667 0.10 0.03 0.38 0.1147
H -3.8241 -17.8925 -11.3731 -0.03 0.12 0.03 0.1074
H -1.2441 -17.5684 -11.0034 0.70 -0.30 0.04 0.0947
H -0.0363 -18.5540 -13.3229 -0.73 -0.08 -0.07 0.0971
H -2.2002 -19.2036 -14.9209 0.39 -0.64 -1.71 0.0755
N 1.0589 -14.5745 -16.7966 -0.76 0.52 -0.35 0.0275
C 2.0834 -13.7541 -16.5045 1.04 -0.48 -1.70 -0.1301
C 2.8950 -13.6352 -17.6393 -0.75 0.14 1.83 -0.0871
C 2.2760 -14.4146 -18.6369 -0.26 0.40 -0.62 -0.1240
C 1.0916 -14.8694 -18.1255 0.28 -0.93 0.84 -0.1418
H 0.2619 -14.7746 -16.2099 0.09 0.09 0.03 0.1145
H 2.2034 -13.4229 -15.5331 0.34 0.84 1.62 0.0865
H 3.7580 -12.9913 -17.6165 0.22 -0.27 -0.45 0.0877
H 2.6202 -14.6225 -19.6284 0.08 0.19 -0.33 0.0640
H 0.3112 -15.5031 -18.4525 -0.39 -0.55 -0.86 0.0895
N -0.2403 -24.7709 -15.8861 -0.44 0.25 1.02 0.0326
C -0.0684 -26.0093 -16.4136 0.81 -0.21 -0.15 -0.1594
C 0.6516 -25.9067 -17.5624 -0.39 2.77 -0.10 -0.0891
C 0.8212 -24.4702 -17.7919 -0.01 -0.46 0.53 -0.0963
C 0.3116 -23.8125 -16.6861 -0.20 -1.59 -0.88 -0.1431
H -0.5962 -24.5503 -14.9636 -0.11 -0.23 -0.13 0.0986
H -0.3386 -26.9436 -15.9941 -0.52 -0.28 0.86 0.1010
H 0.9795 -26.7163 -18.1421 0.26 -0.73 -0.86 0.0778
H 1.2308 -23.9578 -18.6394 0.34 -0.18 -0.30 0.0726
H 0.2618 -22.7983 -16.3736 0.04 0.62 -0.14 0.0951
N -1.8471 -15.7561 -14.4404 -0.61 -1.29 -0.59 0.0344
C -2.3224 -14.5976 -13.9087 0.53 0.12 -2.45 -0.1191
C -2.6149 -13.7818 -15.0098 -0.52 0.52 1.44 -0.1093
C -2.3865 -14.5010 -16.1985 0.04 -0.29 1.22 -0.1203
C -2.0026 -15.7574 -15.8311 1.25 -0.16 1.63 -0.1384
H -1.5876 -16.6014 -13.8972 -0.35 0.80 -0.52 0.1003
H -2.3302 -14.5010 -12.8633 -0.15 0.49 1.01 0.1006
H -3.0384 -12.7851 -14.9687 0.27 -0.08 0.09 0.0976
H -2.3588 -14.0473 -17.1371 -0.41 0.25 -1.49 0.0778
H -1.7006 -16.6370 -16.3594 0.08 -0.18 -0.40 0.0898
```
Forces are in eV/Å.

Computed properties:
Spin multiplicity: 1
Calculated total energy, eV: -108323.73025
Energy relative to the best compared isomer or geometry (same formula, charge and spin), kJ/mol: 0.0
Gap between HOMO and LUMO, eV: 6.5

Record 4
Computed, not measured: a 2-piece molecular cluster, C4H4O2 overall, with ωB97M-V/def2-TZVPD.

The geometry in XYZ format:
```
10
Properties=species:S:1:pos:R:3:forces:R:3:lowdin_charge:R:1
C 2.4488 0.4851 -0.0990 1.19 -0.13 -0.37 0.0143
C 1.2017 0.5903 0.2013 -1.31 0.25 0.37 -0.2647
O 0.0790 0.7114 0.4746 0.35 0.01 -0.11 0.1576
H 2.8307 0.8970 -1.0123 -0.09 0.17 -0.25 0.0615
H 3.1328 -0.0406 0.5339 0.05 -0.20 0.32 0.0612
C -2.5421 -0.7012 0.2621 -1.02 0.80 -0.27 -0.0029
C -1.6160 -1.5575 0.5222 1.04 -1.05 0.27 -0.3053
O -0.7896 -2.3430 0.7525 -0.24 0.29 -0.05 0.1618
H -3.5280 -0.8205 0.6643 -0.21 -0.24 0.15 0.0599
H -2.3481 0.1662 -0.3376 0.24 0.11 -0.08 0.0565
```
Forces are in eV/Å.

Computed properties:
Spin multiplicity: 1
Calculated total energy, eV: -8305.54474
Energy relative to the best compared isomer or geometry (same formula, charge and spin), kJ/mol: 147.9
Gap between HOMO and LUMO, eV: 9.9

Among the records above, which one has the lowest energy relative to the best compared isomer or geometry (same formula, charge and spin)? C75H104N18O

Among the records above, which one has the highest calculated total energy? C4H9NO

spin multiplicity of number 1 (C4H9NO)? 1